No. 1
Formula: C4H10OS
Source: the Open Molecules 2025 dataset
Level of theory: ωB97M-V/def2-TZVPD

The geometry in XYZ format:
```
16
C4H10OS ωB97M-V/def2-TZVPD
S -2.522 -1.167 -1.541
O 2.361 0.869 1.194
C -2.050 0.164 -2.766
C 1.655 0.563 3.337
C -0.847 -1.745 -1.129
C 1.661 1.353 2.258
H -0.349 -2.314 -1.953
H 1.103 2.262 2.119
H -2.716 1.011 -2.585
H 2.546 -0.009 3.600
H -2.315 -0.313 -3.694
H -0.989 0.356 -2.616
H -0.300 -0.903 -0.746
H 0.987 0.722 4.174
H -0.946 -2.397 -0.233
H 2.720 1.547 0.579
```

Its LUMO energy (spin up / spin down) is 3.06 / 2.96 eV. The value obtained for the total energy is -631.72456 Ha. As for the HOMO energy (spin up / spin down): 1.0 / -5.1 eV. Its HOMO-LUMO gap (spin up / spin down) is 2.0 / 8.0 eV. The total charge is -1. Its spin multiplicity is 2.

***

No. 2
Formula: C11H15N
Source: the Open Molecules 2025 dataset
Level of theory: ωB97M-V/def2-TZVPD

The geometry in XYZ format:
```
27
C11H15N ωB97M-V/def2-TZVPD
N 1.161 -0.937 -1.825
C 1.699 0.692 1.453
C -1.309 3.229 0.639
C 1.135 -0.499 -0.520
C 0.281 -1.402 0.188
C -1.141 -3.479 -0.364
C 0.157 -1.182 1.565
C 0.386 -2.051 -1.943
C -1.188 2.954 -0.866
C -0.238 -2.352 -0.755
C 1.899 0.480 0.089
C 0.988 -0.251 2.196
H -2.133 -3.091 -0.134
H -0.306 3.559 0.911
H -1.147 3.920 -1.361
H 0.473 -2.739 -2.771
H 1.587 -0.476 -2.604
H -0.693 -3.975 0.498
H -0.579 -1.739 2.133
H 2.231 1.423 2.049
H 0.949 -0.135 3.271
H -1.255 -4.216 -1.158
H 2.613 1.057 -0.486
H -1.823 2.249 -1.396
H -0.167 2.555 -0.898
H -1.566 2.367 1.238
H -2.013 4.038 0.851
```

Its LUMO energy is 0.91 eV. The value obtained for the total energy is -482.88918 Ha. As for the HOMO energy: -7.7 eV. Its HOMO-LUMO gap is 8.6 eV. The SMILES is Cc1c[nH]c2ccccc12.CC. The total charge is 0.

***

No. 3
Formula: C6H14O2
Source: the Open Molecules 2025 dataset
Level of theory: ωB97M-V/def2-TZVPD

The geometry in XYZ format:
```
22
C6H14O2 ωB97M-V/def2-TZVPD
O -2.518 0.341 -0.391
O 0.091 -0.645 -0.556
C 2.516 -0.970 0.064
C 1.364 1.210 -0.233
C -0.787 -1.366 -0.040
C 1.217 -0.181 0.214
C -1.884 -0.546 0.560
C 0.012 1.989 0.253
H 2.327 1.639 0.247
H -0.931 1.456 -0.008
H 3.076 -0.694 -0.865
H 3.115 -0.550 1.012
H 1.577 1.453 -1.288
H -0.296 -2.087 0.791
H -1.883 0.419 -1.057
H -1.280 -1.991 -0.749
H -0.150 3.096 -0.281
H 2.391 -2.082 -0.130
H 0.085 2.112 1.347
H -2.756 -1.022 1.046
H -1.422 0.035 1.329
H 0.939 -0.160 1.272
```

Its LUMO energy is 0.97 eV. The value obtained for the total energy is -387.37921 Ha. As for the HOMO energy: -9.7 eV. Its HOMO-LUMO gap is 10.7 eV. The SMILES is CC[C@H](C)OCCO. The total charge is 0.

***

No. 4
Formula: C5H8FI
Source: the Open Molecules 2025 dataset
Level of theory: ωB97M-V/def2-TZVPD

The geometry in XYZ format:
```
15
C5H8FI ωB97M-V/def2-TZVPD
I -2.615 -0.314 -0.365
F 1.444 0.572 -0.993
C -1.157 2.507 -0.161
C 0.864 -2.218 -0.491
C -1.558 1.367 0.398
C 1.221 0.174 0.222
C 0.952 -1.122 0.488
H 0.890 -1.575 1.413
H -0.302 -2.547 -0.550
H -1.368 1.260 1.545
H 1.289 0.905 0.986
H -0.864 3.299 0.483
H 1.383 -3.239 -0.320
H -1.254 2.694 -1.158
H 1.075 -1.761 -1.499
```

Its LUMO energy is 0.44 eV. The value obtained for the total energy is -592.76767 Ha. As for the HOMO energy: -9.0 eV. Its HOMO-LUMO gap is 9.4 eV. The SMILES is C/C=C\F.C=CI. The total charge is 0.

***

No. 5
Formula: C3H5N5
Source: the Open Molecules 2025 dataset
Level of theory: ωB97M-V/def2-TZVPD

The geometry in XYZ format:
```
13
C3H5N5 ωB97M-V/def2-TZVPD
N 0.332 1.054 0.502
N 0.303 2.234 -1.350
N -0.471 1.012 -1.405
N 0.136 -1.280 1.907
N -0.440 -1.064 -0.240
C -0.157 0.271 -0.256
C -0.213 -1.919 0.873
C 0.552 2.248 -0.121
H -0.152 -1.699 -1.312
H 1.178 2.990 0.306
H -0.097 -1.841 2.797
H -0.724 1.138 -2.407
H -0.249 -3.144 0.707
```

Its LUMO energy is 0.36 eV. The value obtained for the total energy is -390.95594 Ha. As for the HOMO energy: -9.2 eV. Its HOMO-LUMO gap is 9.5 eV. The total charge is 0.

***

No. 6
Formula: C3H5NO2S
Source: the Open Molecules 2025 dataset
Level of theory: ωB97M-V/def2-TZVPD

The geometry in XYZ format:
```
12
C3H5NO2S ωB97M-V/def2-TZVPD
S -0.627 -1.744 -0.133
O 2.992 -0.305 0.005
O 0.605 0.548 -0.001
N 1.996 -1.282 -0.014
C -0.756 0.901 -0.252
C -1.606 -0.261 0.254
C 0.809 -0.806 -0.043
H -0.809 1.107 -1.334
H -0.926 1.825 0.290
H -2.586 -0.328 -0.220
H -1.593 -0.192 1.337
H 2.500 0.538 0.111
```

Its LUMO energy is 0.51 eV. The value obtained for the total energy is -720.66224 Ha. As for the HOMO energy: -8.6 eV. Its HOMO-LUMO gap is 9.1 eV. The SMILES is O/N=C1\OCCS1. The total charge is 0.